Here is 2 unconnected molecules or ions with the total composition C6H14N2O2 from the Open Molecules 2025 dataset. Energies are from the ωB97M-V functional and the def2-TZVPD basis.

```
24
Properties=species:S:1:pos:R:3:forces:R:3:lowdin_charge:R:1
C -0.7483 0.2484 3.0806 0.12 0.20 0.20 0.0044
C 0.9963 2.5494 0.6077 -0.07 -0.16 0.18 -0.0622
C -0.3661 0.8879 1.7681 -0.22 -0.18 0.02 -0.5465
O -0.9011 0.5552 0.7179 0.15 0.08 0.00 0.0201
N 0.5828 1.8435 1.8115 0.18 0.27 -0.11 0.0075
H -1.0508 -0.7734 2.8827 -0.03 -0.08 0.03 0.0824
H 0.9766 2.1212 2.6924 -0.04 -0.11 0.02 0.1310
H 0.1163 2.8551 0.0452 0.05 0.05 -0.04 0.0871
H 0.0717 0.2655 3.8020 -0.04 -0.05 -0.06 0.0778
H -1.5918 0.7806 3.5287 0.03 -0.03 -0.14 0.0892
H 1.5836 3.4170 0.8917 -0.04 0.09 0.02 0.0823
H 1.6145 1.9128 -0.0224 -0.01 -0.06 -0.10 0.0839
C -1.0652 -0.3049 -3.0283 -0.05 -0.09 0.09 -0.0740
C 0.8581 -2.4242 -0.5471 0.01 0.05 -0.08 -0.0037
C 0.1837 -2.0236 -1.8407 -0.07 -0.23 -0.15 -0.5662
O 0.1141 -2.7860 -2.7948 0.02 0.06 0.05 0.0292
N -0.3632 -0.7927 -1.8619 0.12 0.26 0.00 0.0034
H -0.2880 -0.1905 -1.0552 -0.17 -0.13 0.08 0.0791
H -1.8216 -1.0206 -3.3457 0.02 -0.06 -0.04 0.0836
H 1.5369 -3.2435 -0.7597 0.08 0.00 0.01 0.0774
H -1.5607 0.6265 -2.7687 0.02 0.08 0.00 0.0801
H -0.3816 -0.1389 -3.8600 0.00 0.02 -0.09 0.0824
H 1.3967 -1.5873 -0.1027 0.00 -0.03 0.08 0.0698
H 0.1071 -2.7774 0.1585 -0.05 0.05 0.05 0.0821
```
Positions in Å, forces in eV/Å.

Computed properties:
Strongest force on any atom   0.00672 Eh/bohr
HOMO   -9.0 eV
2S+1   1
Energy relative to the best compared isomer or geometry (same formula, charge and spin)   0.277 eV
Total charge   0
E_LUMO   0.538 eV
Orbital gap   9.6 eV